Here is a 2-piece molecular cluster, C4H15N2O overall at a distorted geometry from OMol25. Energies are from ωB97M-V/def2-TZVPD.

```
22
C4H15N2O ωB97M-V/def2-TZVPD
C -2.4110 0.6233 0.1506
C -1.0133 0.1138 0.1359
C -0.2308 0.7691 -1.0024
C 1.2601 0.5296 -0.9512
N 1.6326 -0.8966 -1.0417
N -0.8355 -1.3737 0.1616
H -3.0849 0.3048 -0.7323
H -3.0545 0.2770 0.9607
H -2.4764 1.7188 0.2322
H -0.5635 0.5459 1.0481
H -0.4049 1.8247 -0.8270
H -0.7085 0.5016 -1.9500
H 1.7619 1.1159 -1.7318
H 1.6936 1.0317 -0.0635
H 2.1665 -1.1286 -1.8749
H 2.2383 -1.0619 -0.2415
H -0.5587 -1.6504 1.1152
H -1.7023 -1.8675 -0.0230
H -0.0930 -1.6758 -0.5279
H 2.2190 0.8697 2.3282
H 2.4077 -0.5968 2.5922
O 1.7576 0.0254 2.2424
```

- total charge = +1
- lowest unoccupied orbital energy (eV) = -2.96
- gap between HOMO and LUMO (Eh) = 0.40329
- energy above the lowest of the compared OMol25 structures with the same formula, charge and spin (eV) = 0.704
- DFT total energy (Eh) = -345.919829
- HOMO level (eV) = -13.9

Here is C8H22Br4NO2Sr as an isolated structure at a distorted geometry from OMol25. Energies are from ωB97M-V/def2-TZVPD.

```
38
C8H22Br4NO2Sr ωB97M-V/def2-TZVPD
N -11.9942 -7.7759 20.9573
H -11.1884 -7.3660 20.4834
H -12.8903 -7.4102 20.5404
H -12.0038 -7.6190 21.9646
H -11.8718 -8.8148 20.8127
Sr -14.3738 -9.6910 18.6444
C -16.1275 -7.0222 21.7414
C -15.3638 -6.5760 20.5059
O -14.4707 -7.5103 19.9663
H -16.7596 -6.2539 22.1845
H -15.4276 -7.3616 22.5094
H -16.8009 -7.8520 21.5035
H -14.7717 -5.6751 20.7340
H -16.0845 -6.1713 19.7800
C -13.7195 -10.8088 22.1725
C -12.5218 -11.2243 21.2633
O -12.3778 -10.3306 20.1842
H -14.0480 -9.7698 22.1259
H -13.4301 -11.0085 23.2122
H -14.5831 -11.4705 22.0371
H -12.7376 -12.2513 20.9439
H -11.5920 -11.1912 21.8424
Br -16.2403 -10.3520 26.1018
C -17.9509 -10.1712 25.1808
C -17.8407 -9.0701 24.1384
Br -17.8733 -7.3124 25.0586
H -18.6579 -9.8893 25.9581
H -18.2852 -11.1422 24.8237
H -18.7190 -9.0385 23.5016
H -16.8880 -9.1300 23.6272
Br -18.0236 -2.7780 17.1009
C -16.8146 -3.8281 18.2560
C -15.4173 -3.2280 18.3300
Br -15.5276 -1.4350 19.0932
H -16.7674 -4.8372 17.8517
H -17.2450 -3.8542 19.2532
H -14.9994 -3.0794 17.3397
H -14.7722 -3.7606 19.0202
```

- total charge = +1
- lowest unoccupied orbital energy (eV) = -4.89
- gap between HOMO and LUMO (Eh) = 0.25226
- DFT total energy (Eh) = -10849.776699
- HOMO level (eV) = -11.8

Here is a 8-piece molecular cluster, C50H97ClFN2O28 overall at a distorted geometry from OMol25. Energies are from ωB97M-V/def2-TZVPD.

```
179
C50H97ClFN2O28 ωB97M-V/def2-TZVPD
C -6.0081 -1.6670 1.8333
O -4.8869 -1.9637 2.6837
C -4.4689 -0.7848 3.3725
C -3.7854 0.1921 2.3722
C -4.6059 1.4600 2.0128
C -3.6060 2.5168 1.4138
C -3.2712 2.0722 -0.0154
C -2.0869 2.8250 -0.7097
C -1.0990 3.5504 0.2590
C 0.3000 3.5984 -0.4045
C 1.1774 4.5479 0.4521
C 0.8174 6.0129 0.0216
O 0.5145 6.8106 1.1419
C 1.9658 6.5563 -0.8510
N 1.8655 8.0020 -1.1106
N 0.8856 2.2466 -0.5525
O 2.0984 2.3752 -1.2410
C 3.2181 1.9685 -0.4381
C 4.5146 2.4228 -1.1892
C 5.3894 1.2304 -1.6158
O 5.3169 3.2065 -0.3111
C -0.0713 1.2528 -1.1946
C -0.5665 0.3787 0.0255
C 0.4626 -0.6692 0.5426
O 0.3373 -0.7295 1.9808
C 1.0749 0.2655 2.5330
O 0.6220 1.2939 2.8822
C 0.6317 0.2617 -2.1470
C 0.7865 0.6571 -3.6241
O 0.4236 -0.0870 -4.4390
Cl 1.4976 2.1919 -4.1649
C -1.3460 1.9127 -1.7480
F -1.1437 2.6785 -2.8785
H -6.5434 -2.6070 1.6722
H -5.6228 -1.2987 0.8717
H -6.6346 -0.9262 2.3454
H -5.2904 -0.3279 3.9407
H -3.6800 -1.1346 4.0497
H -3.5129 -0.4048 1.4932
H -2.8394 0.5323 2.8246
H -5.2841 1.2007 1.1871
H -5.1542 1.8608 2.8689
H -2.7548 2.5273 2.1026
H -4.1266 3.4822 1.4386
H -4.1641 2.2812 -0.6222
H -3.1222 0.9919 -0.1049
H -2.5415 3.6293 -1.3004
H -0.9571 3.0327 1.2179
H -1.4235 4.5646 0.5006
H 0.2165 4.0862 -1.3820
H 1.0074 4.4273 1.5274
H 2.2466 4.4384 0.2312
H -0.0814 6.0285 -0.6127
H 1.2693 7.3513 1.4027
H 2.9597 6.3275 -0.4221
H 1.9002 6.0456 -1.8234
H 2.2723 8.5051 -0.3255
H 2.5058 8.1993 -1.8764
H 1.1236 1.9234 0.3954
H 3.2692 0.8787 -0.3114
H 3.2264 2.4748 0.5388
H 4.2031 3.0444 -2.0414
H 6.3184 1.2522 -1.0370
H 4.9216 0.2547 -1.4426
H 5.6562 1.2813 -2.6756
H 4.7768 3.8564 0.1566
H -1.4208 -0.1825 -0.3656
H -0.9063 0.9952 0.8613
H 0.1720 -1.6592 0.1875
H 1.5135 -0.4451 0.3081
H 2.1685 0.1167 2.6527
H 0.0409 -0.6594 -2.1369
H 1.6298 -0.0313 -1.7968
H -2.0504 1.1025 -1.9796
C 2.6506 -2.6572 -5.7614
C 1.8126 -2.8041 -4.5088
O 1.5494 -4.1822 -4.2159
C 2.5573 -4.8457 -3.6402
O 3.6257 -4.3790 -3.3339
O 2.1767 -6.1107 -3.4704
C 3.1914 -6.9623 -2.9287
H 2.1850 -3.1851 -6.5943
H 2.7639 -1.6052 -6.0262
H 3.6434 -3.0855 -5.6221
H 0.8446 -2.3365 -4.6614
H 2.2824 -2.3144 -3.6513
H 3.6079 -6.5494 -2.0118
H 3.9761 -7.1197 -3.6678
H 2.7276 -7.9184 -2.7005
C -6.1587 6.3476 6.7597
C -6.4056 5.8415 5.3540
O -6.8208 4.4652 5.3579
C -8.1000 4.2526 5.6775
O -8.9116 5.1000 5.9430
O -8.3163 2.9339 5.6690
C -9.6349 2.5570 6.0758
H -5.4578 5.6955 7.2837
H -5.7528 7.3592 6.7359
H -7.0817 6.3616 7.3392
H -5.4779 5.8737 4.7835
H -7.1340 6.4584 4.8269
H -10.3923 3.0890 5.5034
H -9.7637 2.7439 7.1412
H -9.7359 1.4908 5.8894
C -6.0469 12.2034 4.5234
C -6.3030 11.6887 3.1222
O -6.7464 10.3239 3.1386
C -8.0316 10.1442 3.4584
O -8.8272 11.0107 3.7089
O -8.2764 8.8303 3.4631
C -9.6046 8.4843 3.8683
H -5.3597 11.5419 5.0540
H -5.6203 13.2061 4.4911
H -6.9699 12.2417 5.1018
H -5.3749 11.6961 2.5516
H -7.0186 12.3147 2.5889
H -10.3508 9.0238 3.2883
H -9.7324 8.6832 4.9317
H -9.7283 7.4181 3.6947
C 8.4071 4.6325 1.9383
C 8.2939 4.8086 0.4377
O 7.8704 6.1382 0.1009
C 8.8230 7.0758 0.1584
O 9.9766 6.8947 0.4443
O 8.2649 8.2506 -0.1467
C 9.1595 9.3631 -0.0503
H 7.4748 4.9201 2.4289
H 8.6338 3.5953 2.1866
H 9.1949 5.2635 2.3495
H 7.5296 4.1387 0.0484
H 9.2296 4.5639 -0.0659
H 10.0670 9.1911 -0.6255
H 9.4029 9.5559 0.9939
H 8.6417 10.2275 -0.4582
C 0.0404 -8.7557 -5.9098
C 0.0500 -10.2706 -5.9394
O 0.6318 -10.7670 -7.1528
C 1.9639 -10.7412 -7.2026
O 2.6977 -10.3564 -6.3262
O 2.3434 -11.1966 -8.3969
C 3.7543 -11.1528 -8.6212
H -0.4438 -8.3595 -6.8038
H -0.4898 -8.3929 -5.0287
H 1.0548 -8.3565 -5.8879
H -0.9722 -10.6460 -5.9214
H 0.5652 -10.6864 -5.0729
H 4.2979 -11.6478 -7.8186
H 4.0839 -10.1188 -8.7226
H 3.9473 -11.6779 -9.5529
C -4.0198 -4.8763 3.2718
C -4.7851 -4.8666 4.5766
O -5.1052 -6.1963 5.0091
C -4.1055 -6.8682 5.5837
O -2.9914 -6.4525 5.7791
O -4.5519 -8.0868 5.8957
C -3.5587 -8.9485 6.4549
H -4.5601 -5.4469 2.5133
H -3.8694 -3.8592 2.9109
H -3.0432 -5.3484 3.3910
H -5.7377 -4.3566 4.4389
H -4.2408 -4.3339 5.3573
H -3.0594 -8.4799 7.3008
H -2.8323 -9.2250 5.6911
H -4.0685 -9.8448 6.7985
C 5.6808 -10.1199 -3.7125
C 5.9738 -10.1779 -5.1960
O 7.3848 -10.1229 -5.4534
C 8.0470 -11.2662 -5.2618
O 7.5659 -12.3150 -4.9175
O 9.3403 -11.0418 -5.5089
C 10.1845 -12.1696 -5.2688
H 6.1595 -9.2478 -3.2615
H 4.6055 -10.0665 -3.5381
H 6.0691 -10.9990 -3.1978
H 5.5403 -9.3087 -5.6888
H 5.5349 -11.0627 -5.6556
H 9.8257 -13.0515 -5.7961
H 10.2479 -12.3669 -4.1991
H 11.1737 -11.9145 -5.6403
```

- total charge = +1
- lowest unoccupied orbital energy (eV) = -2.36
- gap between HOMO and LUMO (Eh) = 0.34504
- DFT total energy (Eh) = -4739.360878
- HOMO level (eV) = -11.7

Here is C5H9NO as an isolated structure at a distorted geometry from OMol25. Energies are from ωB97M-V/def2-TZVPD.

```
16
C5H9NO ωB97M-V/def2-TZVPD
C 0.0923 -1.7877 -0.4050
N -0.1584 -1.1391 0.8107
C 1.1968 0.1601 0.9611
C 0.8778 1.1608 -0.0057
C -0.8328 0.9238 -0.6989
C -1.3745 -0.0211 0.2852
O 1.1272 -2.3907 -0.6677
H -0.6780 -1.6533 -1.2168
H 2.0498 -0.4298 0.5008
H 1.2662 -0.1153 1.9647
H 0.9335 2.2334 0.2852
H 1.2269 1.0615 -1.0503
H -1.2270 1.8758 -0.7569
H -0.7787 0.4585 -1.7532
H -1.4341 0.4011 1.4349
H -2.2870 -0.7379 0.3119
```

- lowest unoccupied orbital energy (eV) = 0.71
- gap between HOMO and LUMO (Eh) = 0.37704
- energy above the lowest of the compared OMol25 structures with the same formula, charge and spin (eV) = 5.526
- DFT total energy (Eh) = -325.734481
- HOMO level (eV) = -9.5

Q: Among the records above, which one has the highest HOMO level?
A: C5H9NO

Q: What is the formula in the third record?
A: C50H97ClFN2O28

Q: The lowest DFT total energy belongs to which entry?
A: C8H22Br4NO2Sr